Record 1
{
  "formula": "C3H11N2O2",
  "method": "ωB97M-V with the def2-TZVPD basis set",
  "total_charge": 1,
  "homo_lumo_gap_ev": 9.9,
  "energy_ha": -380.53072,
  "de_lowest_kcal_mol": 114.93,
  "elements": ["C", "C", "C", "N", "N", "O", "O", "H", "H", "H", "H", "H", "H", "H", "H", "H", "H", "H"],
  "xyz": [[1.456, -0.558, 0.800], [1.374, -0.018, -0.643], [-2.557, -0.853, -0.127], [-0.013, 1.770, -0.317], [-2.098, 0.206, 0.437], [0.288, -0.715, -1.135], [1.302, 1.308, -0.874], [0.490, -1.233, 0.968], [1.606, 0.311, 1.436], [2.300, -1.229, 0.864], [-3.427, -1.469, 0.118], [-1.969, -1.300, -0.937], [-0.283, 2.426, -1.076], [0.192, 2.100, 0.657], [-1.147, 0.609, -0.016], [2.385, -0.145, -1.229], [-2.708, 0.562, 1.137], [0.224, -0.489, -2.038]]
}

Record 2
{
  "formula": "C3H11N2O2",
  "method": "ωB97M-V with the def2-TZVPD basis set",
  "total_charge": 1,
  "homo_lumo_gap_ev": 5.2,
  "energy_ha": -380.52040,
  "de_lowest_kcal_mol": 121.40,
  "elements": ["N", "C", "C", "C", "N", "O", "H", "H", "H", "H", "H", "H", "H", "H", "H", "H", "H", "O"],
  "xyz": [[0.519, 1.750, 2.529], [-0.687, 1.200, -0.559], [-0.362, 1.974, -1.724], [-0.043, -0.053, -0.282], [0.273, -0.856, -1.429], [0.168, -0.550, 0.881], [1.445, 2.217, 2.784], [0.110, 1.621, 3.513], [0.621, 0.817, 2.118], [-1.022, 1.735, 0.282], [0.704, 2.347, -1.733], [-0.325, 1.322, -2.658], [-1.030, 2.840, -1.928], [0.685, -1.822, -1.347], [-0.271, -0.691, -2.290], [-0.356, -3.923, 0.478], [-0.086, -2.326, 0.701], [-0.101, -3.091, 0.092]]
}

Number 2 is which compound? C3H11N2O2